A structure of composition C2H8IN2 at a distorted geometry, computed with the ωB97M-V functional and the def2-TZVPD basis.

Values from the calculation:
Energy above the lowest of the compared OMol25 structures with the same formula, charge and spin ... 2.027 eV
Expectation value of S² ... 2.01
Net charge ... +1
Spin multiplicity ... 3
Lowest unoccupied orbital energy (alpha / beta) ... -4.23 / -8.14 eV
HOMO-LUMO gap (alpha / beta) ... 8.273 / 5.621 eV
E_HOMO (alpha / beta) ... -12.5 / -13.8 eV

Positions of all 13 atoms, in Å:
C  -0.197446  1.754490  0.260064
C  -0.168607  -2.177951  -0.293318
N  1.040494  2.054302  0.149569
N  -0.463271  -0.695973  -0.408662
I  2.033511  1.726865  2.061302
H  -0.798677  2.019597  -0.525190
H  -1.060598  -2.796976  -0.842405
H  0.861501  -2.221328  -0.719873
H  -0.092367  -2.344954  0.741903
H  1.648450  2.406632  -0.544975
H  -0.898928  -0.526052  -1.323981
H  -0.677213  1.412238  1.217474
H  -1.226848  -0.610892  0.228093

Forces on the atoms, in the same order (eV/Å):
1.44 0.04 0.65
-0.63 0.85 -2.91
-1.78 -0.66 0.96
-0.69 -0.49 -0.45
1.89 -0.46 2.88
-1.91 0.24 -1.93
2.66 1.12 1.43
-1.04 -1.03 -0.02
-0.11 -0.80 1.21
-0.27 0.45 -1.60
0.38 -0.09 0.33
0.96 0.35 -0.95
-0.88 0.47 0.42